Entry 1:
19
Properties=species:S:1:pos:R:3:forces:R:3 method="wB97M-V/def2-TZVPD" e_homo_ev=-9.9 homo_lumo_gap_ha=0.4027 spin_multiplicity=1 total_charge=0 max_force_ev_per_a=0.53 smiles="CCCCCC=O" lumo_energy_ev=1.1 e_above_lowest_kj_mol=54.6
C -1.21405 -0.48511 -2.22829 -0.025 0.011 -0.079
C -1.07735 -1.00464 -0.79968 -0.008 -0.062 0.008
C -0.75871 0.13912 0.17015 0.015 0.095 -0.061
C 0.08067 -0.25457 1.39819 -0.019 -0.055 0.028
C 1.15244 0.79174 1.68121 -0.020 -0.035 -0.012
C 2.14536 0.91744 0.54899 0.046 -0.187 -0.210
O 2.21066 0.15979 -0.39109 0.025 0.314 0.432
H -1.97638 0.30069 -2.29379 0.078 -0.127 -0.007
H -0.25997 -0.05284 -2.55269 -0.157 -0.053 0.019
H -1.48009 -1.28018 -2.93213 0.004 0.104 0.096
H -1.99247 -1.52800 -0.49385 0.131 0.058 -0.020
H -0.26766 -1.74444 -0.77061 -0.087 0.136 0.020
H -1.68611 0.63325 0.48670 0.097 -0.079 -0.028
H -0.20164 0.89583 -0.39674 -0.116 -0.121 0.074
H -0.54702 -0.38702 2.28641 0.079 0.019 -0.119
H 0.57816 -1.21410 1.21859 -0.078 0.117 -0.024
H 1.73376 0.55427 2.58376 -0.042 0.055 -0.076
H 0.71339 1.78362 1.86259 0.089 -0.103 -0.048
H 2.84700 1.77515 0.62227 -0.011 -0.088 0.007

Entry 2:
10
Properties=species:S:1:pos:R:3:forces:R:3 method="wB97M-V/def2-TZVPD" e_homo_ev="-7.6 / -9.8" homo_lumo_gap_ha="0.2809 / 0.1893" spin_multiplicity=3 s2=2.012 total_charge=0 max_force_ev_per_a=2.91 lumo_energy_ev="0.0 / -4.6" e_above_lowest_kj_mol=82.8
C -1.18725 -0.04011 0.36026 0.076 0.149 1.056
C 0.11103 0.52819 -0.13266 1.091 -2.348 1.333
P 1.74245 -0.27612 -0.48130 -0.930 0.878 1.260
Cl -0.07848 0.33353 -2.49563 -0.137 -0.070 -2.374
Br 0.24009 2.35952 -0.02010 0.192 0.464 -0.219
Br 2.24442 -0.08981 1.75864 0.536 -0.054 -0.118
Br 1.44192 -2.47136 -0.50703 -0.389 0.213 -0.172
H -1.45307 -1.14596 0.37904 1.081 1.312 -0.490
H -1.87841 0.49929 -0.30186 -0.665 -0.266 0.806
H -1.18269 0.30283 1.44064 -0.854 -0.279 -1.082

Entry 3:
16
Properties=species:S:1:pos:R:3:forces:R:3 method="wB97M-V/def2-TZVPD" e_homo_ev="1.6 / -7.4" homo_lumo_gap_ha="0.1031 / 0.4328" spin_multiplicity=2 s2=0.750 total_charge=-1 max_force_ev_per_a=4.23 lumo_energy_ev="4.4 / 4.4" e_above_lowest_kj_mol=111.7
C 0.49492 -2.22565 -0.76306 -0.590 0.069 -0.230
C -0.67629 -1.72271 0.08873 -1.926 1.964 -3.215
H 1.32698 -1.54051 -0.55835 0.228 -0.514 -0.053
H 0.65232 -3.24584 -0.36199 0.623 0.274 -0.830
H 0.32125 -2.18035 -1.89904 0.042 -0.285 1.725
H -0.54428 -1.88436 1.12089 0.246 0.091 1.267
H -1.65667 -2.13155 -0.23305 0.526 -0.584 0.328
H -0.91255 -0.63600 -0.19111 0.811 -1.120 0.934
C 0.40371 2.06836 -0.32535 1.176 -0.441 -2.203
C -0.12596 1.72445 1.03920 -0.048 -2.153 0.386
H 0.94649 1.31264 -0.98380 -0.288 0.711 1.322
H -0.39111 2.35445 -0.99133 -0.799 0.011 -0.310
H 0.97707 3.03002 -0.29432 0.023 -0.897 0.126
H -0.10687 0.74655 1.61595 0.387 0.523 -1.681
H -1.13566 2.00982 1.07850 -1.481 0.551 0.262
H 0.42665 2.32066 1.65813 1.070 1.800 2.172